{"formula": "C50H84O16S6", "method": "ωB97M-V/def2-TZVPD", "energy_ev": -150973.887, "fmax_ev_per_a": 5.43, "e_lumo_ha": -0.0050, "species": ["C", "S", "O", "C", "H", "H", "H", "H", "H", "H", "C", "S", "O", "C", "H", "H", "H", "H", "H", "H", "C", "S", "O", "C", "H", "H", "H", "H", "H", "H", "C", "S", "O", "C", "H", "H", "H", "H", "H", "H", "C", "S", "O", "C", "H", "H", "H", "H", "H", "H", "C", "S", "O", "C", "H", "H", "H", "H", "H", "H", "C", "C", "C", "C", "C", "C", "H", "H", "H", "H", "H", "H", "C", "C", "C", "C", "C", "C", "H", "H", "H", "H", "H", "H", "C", "C", "C", "C", "C", "C", "H", "H", "H", "H", "H", "H", "O", "C", "O", "C", "C", "C", "H", "H", "H", "H", "H", "H", "O", "C", "O", "C", "C", "C", "H", "H", "H", "H", "H", "H", "O", "C", "O", "C", "C", "C", "H", "H", "H", "H", "H", "H", "O", "C", "O", "C", "C", "C", "H", "H", "H", "H", "H", "H", "O", "C", "O", "C", "C", "C", "H", "H", "H", "H", "H", "H"], "positions_angstrom": [[-0.31271, 1.52250, 1.25170], [0.90348, 0.24835, 0.70989], [1.34200, -0.65200, 1.92531], [-0.23997, -0.68385, -0.38587], [0.11101, 1.93109, 2.16910], [-1.24728, 1.04493, 1.54599], [-0.41527, 2.36334, 0.56573], [-0.88259, -1.38794, 0.14271], [0.31336, -1.18641, -1.17919], [-0.89453, -0.10985, -1.04175], [-1.00442, -2.67536, 3.49230], [-2.80895, -3.01611, 3.95525], [-3.57103, -1.85058, 3.39343], [-2.99501, -4.27822, 2.56871], [-0.65065, -1.81621, 4.06222], [-0.89197, -2.52923, 2.41801], [-0.39238, -3.56336, 3.65027], [-3.94625, -4.70209, 2.24688], [-2.30876, -5.08728, 2.81888], [-2.52612, -3.79583, 1.71108], [-3.57982, -2.60991, -1.33718], [-2.81651, -2.17825, -3.00598], [-1.29952, -2.16761, -2.83742], [-3.19515, -3.79679, -3.64068], [-4.64206, -2.77916, -1.51354], [-3.39272, -1.79131, -0.64222], [-3.29091, -3.58905, -0.95519], [-4.25215, -4.02283, -3.50008], [-2.72998, -4.58727, -3.05174], [-2.72591, -3.89853, -4.61923], [1.43053, -4.38868, -6.56812], [2.23763, -2.96791, -5.69246], [3.04103, -2.19373, -6.72593], [0.71085, -1.81402, -5.69566], [1.33328, -3.85926, -7.51594], [0.47309, -4.69299, -6.14528], [2.15854, -5.19741, -6.63184], [-0.18866, -2.10272, -5.15194], [0.45055, -1.58379, -6.72877], [1.04570, -0.95742, -5.11067], [5.94570, -5.03315, 2.27322], [4.69673, -6.44024, 2.16684], [4.07902, -6.90785, 3.49459], [3.31736, -5.43406, 1.44685], [6.97772, -5.37766, 2.33913], [5.77897, -4.27012, 3.03355], [5.88864, -4.48149, 1.33486], [3.28076, -4.47568, 1.96480], [2.34164, -5.89993, 1.58483], [3.48786, -5.52833, 0.37441], [5.63911, -0.92341, 6.17027], [6.47754, 0.29957, 5.11232], [6.89986, -0.33740, 3.80134], [4.91158, 1.22659, 4.59446], [5.54471, -0.52313, 7.17971], [6.36444, -1.73163, 6.26395], [4.71507, -1.34509, 5.77475], [4.27821, 1.36766, 5.47026], [4.27300, 0.66207, 3.91503], [5.01156, 2.24358, 4.21519], [0.14094, 0.70253, 6.00861], [-1.14674, 0.48402, 6.42775], [-1.51939, 0.68667, 7.82576], [-0.55571, 1.12857, 8.76992], [0.66562, 1.38506, 8.26078], [1.06732, 1.11512, 6.96316], [0.28673, 0.58420, 4.94506], [-1.92277, 0.27699, 5.70573], [-2.54319, 0.64609, 8.16722], [-0.90489, 1.28071, 9.78052], [1.20128, 2.07006, 8.90129], [2.00396, 1.50082, 6.58853], [3.28049, 5.53080, -0.81496], [2.50037, 4.82265, 0.09033], [3.07919, 4.12077, 1.09301], [4.48113, 4.12032, 1.26567], [5.24438, 4.77853, 0.30243], [4.64981, 5.52313, -0.73092], [2.86408, 6.30639, -1.44064], [1.42361, 4.89695, 0.05205], [2.45035, 3.73487, 1.88170], [4.98372, 3.61300, 2.07587], [6.30756, 4.65528, 0.15800], [5.32553, 5.95741, -1.45286], [-2.60841, 3.56961, -2.86952], [-1.46022, 3.55353, -2.08182], [-0.44516, 2.63306, -2.46921], [-0.50413, 1.89694, -3.60633], [-1.63960, 1.98827, -4.39669], [-2.73643, 2.76875, -3.98040], [-3.52246, 4.05808, -2.56570], [-1.43994, 4.18151, -1.20339], [0.43325, 2.73091, -1.84854], [0.27550, 1.16592, -3.76186], [-1.69188, 1.42087, -5.31415], [-3.64506, 2.82793, -4.56117], [-1.51690, 5.97889, 0.51180], [-2.29824, 6.68626, 1.16653], [-2.53845, 7.87198, 0.58081], [-3.74587, 8.41842, 1.15141], [-3.70340, 7.93335, 2.62720], [-3.02157, 6.62777, 2.51797], [-4.51906, 8.07935, 0.46199], [-3.72001, 9.50673, 1.09661], [-4.67931, 7.88548, 3.11034], [-3.00704, 8.53580, 3.21051], [-3.71207, 5.79345, 2.64129], [-2.29551, 6.53098, 3.32517], [3.92854, -2.22669, -2.05140], [4.46284, -1.18629, -1.52281], [5.05494, -0.17737, -2.26427], [5.55204, 0.91563, -1.42957], [5.10078, 0.55218, -0.00360], [4.80048, -0.99791, -0.10760], [5.08963, 1.87062, -1.67912], [6.60822, 0.90811, -1.69887], [4.19913, 1.06279, 0.33462], [5.79612, 0.71844, 0.81918], [4.08616, -1.35710, 0.63323], [5.63779, -1.63251, 0.18271], [0.00165, -4.42930, 0.22953], [0.36825, -4.97233, -0.79997], [0.02436, -6.25519, -1.01581], [0.72464, -6.71491, -2.17513], [1.35814, -5.53577, -2.92717], [1.19814, -4.43167, -1.93186], [0.07088, -7.23682, -2.87392], [1.42580, -7.52747, -1.98484], [0.79074, -5.31984, -3.83245], [2.42810, -5.67714, -3.07986], [0.83117, -3.45748, -2.25496], [2.10550, -4.26631, -1.35095], [-2.54856, 1.45310, -8.70914], [-2.96809, 0.80936, -7.75899], [-2.36007, -0.38143, -7.46974], [-3.26384, -1.18111, -6.77787], [-4.10075, -0.14039, -5.94969], [-4.21385, 1.11214, -6.90351], [-2.99671, -2.11111, -6.27603], [-3.92641, -1.54433, -7.56347], [-3.62583, 0.14297, -5.01040], [-5.02875, -0.68724, -5.78274], [-4.14585, 2.08189, -6.41048], [-5.15390, 1.01050, -7.44580], [-6.71377, 2.52996, 3.85413], [-6.25359, 2.11794, 2.77802], [-5.99438, 3.02830, 1.87368], [-5.46546, 2.43992, 0.75017], [-5.99010, 0.95891, 0.75020], [-6.07963, 0.69221, 2.26705], [-4.37696, 2.49532, 0.76464], [-5.81032, 2.86779, -0.19116], [-5.35133, 0.22135, 0.26433], [-6.97679, 0.94504, 0.28722], [-5.26943, 0.07773, 2.65959], [-6.90980, 0.18316, 2.75673]], "lowdin_charge": [-0.244, 0.842, -0.589, -0.264, 0.035, 0.051, 0.032, 0.043, 0.027, 0.038, -0.221, 0.853, -0.619, -0.244, 0.029, 0.023, 0.054, 0.050, 0.043, 0.014, -0.220, 0.860, -0.564, -0.283, 0.046, 0.039, 0.052, 0.060, 0.056, 0.043, -0.261, 0.832, -0.575, -0.215, 0.039, 0.035, 0.043, 0.009, 0.051, 0.031, -0.249, 0.852, -0.594, -0.253, 0.039, 0.050, 0.032, 0.058, 0.048, 0.034, -0.274, 0.848, -0.595, -0.234, 0.050, 0.044, 0.059, 0.019, 0.052, 0.029, -0.104, -0.079, -0.045, -0.104, -0.135, -0.086, 0.092, 0.091, 0.089, 0.103, 0.104, 0.083, -0.092, -0.101, -0.103, -0.078, -0.096, -0.094, 0.105, 0.097, 0.097, 0.085, 0.097, 0.101, -0.102, -0.054, -0.103, -0.090, -0.067, -0.089, 0.098, 0.075, 0.093, 0.104, 0.089, 0.083, 0.057, -0.419, 0.012, -0.126, -0.154, -0.095, 0.127, 0.121, 0.123, 0.121, 0.127, 0.130, 0.021, -0.395, 0.003, -0.118, -0.118, -0.080, 0.115, 0.126, 0.089, 0.107, 0.115, 0.128, 0.078, -0.479, 0.045, -0.157, -0.133, -0.088, 0.116, 0.122, 0.095, 0.125, 0.112, 0.118, 0.110, -0.442, 0.003, -0.177, -0.145, -0.036, 0.106, 0.122, 0.068, 0.106, 0.097, 0.124, 0.072, -0.472, 0.046, -0.181, -0.114, -0.062, 0.123, 0.122, 0.100, 0.112, 0.105, 0.128]}